24
Properties=species:S:1:pos:R:3:forces:R:3 method="wB97M-V/def2-TZVPD" total_energy_ha=-1089.448158 largest_force_ev_per_a=4.3 homo_lumo_gap_ev=8.888 smiles="C[C@](Cl)(OCc1ccccc1)[N+](=O)[O-]" multiplicity=1 homo_ev=-9.308 lumo_ha=-0.01544
Cl -4.2842 1.5238 -0.0564 0.1595 -0.0760 -0.3750
O -2.6230 -1.8844 -0.2466 -0.1303 -0.6372 -0.3472
O -4.7043 -1.2226 -0.0286 2.1615 -0.3129 -0.1609
O -2.2868 0.6239 1.3697 -1.8003 -1.2150 -3.6935
N -3.4848 -1.0532 -0.1481 -2.5413 0.9897 0.5326
C -1.3544 -0.3738 1.7032 1.6832 -1.3832 0.1192
C -1.9685 0.5184 -1.2566 -1.2814 2.1464 -1.8175
C 1.9333 1.3300 0.6408 0.4867 0.8802 0.9615
C 0.6094 -1.0722 0.1278 -1.1636 0.0039 1.1452
C 1.8412 -0.8439 -0.4151 1.8943 0.1947 -1.0706
C 2.5340 0.3651 -0.1852 -0.0068 0.1406 0.5756
C 0.7131 1.1028 1.2861 -0.3439 -2.4822 -1.4284
C -2.9875 0.3959 -0.1532 1.6370 0.8983 3.0712
C 0.0489 -0.1501 1.0179 -0.5289 1.4423 0.8623
H 2.4975 2.2682 0.9193 -0.6546 -1.0969 -0.6233
H -2.3623 0.0147 -2.1473 -0.0652 -0.3227 0.2402
H 2.2771 -1.6507 -1.0364 -0.1398 0.7589 0.3233
H -1.1066 -0.0029 -0.9261 0.8948 0.1017 -0.1884
H 0.2087 1.8052 1.9252 0.1698 0.2835 0.1760
H 0.0450 -1.9796 -0.1194 0.3214 0.2816 0.1879
H -1.2304 -0.2535 2.8034 -0.0394 -0.1347 -0.6530
H 3.5726 0.6063 -0.5164 -1.1136 -0.6418 -0.0724
H -1.8256 1.5892 -1.7122 0.0414 -1.8118 1.7463
H -1.6775 -1.4735 1.5092 0.3594 1.9925 0.4890

---

20
Properties=species:S:1:pos:R:3:forces:R:3 method="wB97M-V/def2-TZVPD" total_energy_ha=-386.108463 largest_force_ev_per_a=4.4 homo_lumo_gap_ev=7.724 multiplicity=1 homo_ev=-6.998 lumo_ha=0.02666
O 0.7802 0.4153 -0.3674 0.4179 2.2376 2.2275
O -0.2449 2.0227 1.0138 -0.0095 -0.9686 0.0176
C 1.1141 0.3153 2.0633 -0.5769 -0.4706 0.0253
C -0.1177 -1.1343 -0.4456 -3.8570 -1.5351 1.4689
C 0.3180 0.9770 0.9830 2.0626 1.4007 -1.9072
C -0.2537 -1.5962 -1.7094 -0.0354 0.3279 0.1841
C 0.6338 1.3528 -1.4615 -0.2713 -0.2052 0.4900
C -1.6229 -0.5428 0.4819 1.3759 -1.2159 -1.9989
H 1.1566 -0.7613 1.9243 -0.0036 0.0077 0.0297
H -0.1059 -2.6537 -1.8751 0.6886 0.1338 -0.2534
H 0.6756 0.5537 3.0291 0.0577 0.0352 0.0008
H -0.4178 1.5997 -1.5983 -0.0058 -0.0441 -0.1104
H -2.1257 -1.5078 0.5138 0.0198 -0.0314 -0.1366
H 2.1364 0.6957 2.0035 -0.1484 0.1015 -0.0691
H 1.1780 2.2600 -1.2106 0.0635 -0.0301 -0.0267
H 1.0544 0.8809 -2.3423 -0.0422 -0.1329 0.0310
H -2.1266 0.0688 -0.2659 -0.1553 0.2115 0.2970
H 0.3301 -1.8083 0.2736 0.3851 0.0655 -0.0604
H -1.7048 -0.1452 1.4991 0.5682 0.2585 -0.2320
H -0.6571 -0.9922 -2.5094 -0.5338 -0.1460 0.0228

---

26
Properties=species:S:1:pos:R:3:forces:R:3 method="wB97M-V/def2-TZVPD" total_charge=+1 total_energy_ha=-331.953013 largest_force_ev_per_a=2.7 homo_lumo_gap_ev=9.846 multiplicity=1 homo_ev=-13.624 lumo_ha=-0.13882
N 2.9585 1.7067 -0.4814 1.2478 0.4821 -1.4217
C 2.0981 0.7262 0.1374 -0.5765 -0.3700 0.3630
C 1.2123 1.3330 1.1459 -0.4397 1.1120 2.2220
C -2.4114 -0.8478 0.2600 -0.1454 0.1869 1.1890
C -1.5287 -1.0726 -2.0604 -0.7677 0.4577 -2.2124
C 2.2561 -0.5026 -0.2933 -0.4605 0.1727 -0.5004
C -2.0982 -0.5580 1.7732 -0.8334 -0.2823 -0.0304
C -1.1810 -0.9061 -0.6575 0.3866 0.0487 2.7201
H -0.6052 -1.1350 -2.7045 -1.1829 0.3219 0.3264
H -1.6277 0.4238 1.9178 0.7557 -0.5481 -0.1294
H -0.5931 -1.7636 -0.2863 0.2892 0.3907 -0.1129
H 1.5579 -1.2637 0.0286 0.4969 -0.2805 -0.0276
H 1.7005 1.9104 2.0028 0.2869 -0.6944 -1.2698
H -2.2271 -0.2273 -2.2901 0.9771 -0.3269 -0.5388
H 2.4087 2.4963 -0.8784 0.5982 -0.4117 0.2024
H 3.5926 1.2727 -1.2154 -1.0216 0.7866 0.8686
H -2.1727 -1.9277 -2.2748 0.3468 -0.3461 0.1994
H -3.0710 -0.0582 -0.1195 -0.3202 -0.5159 -0.0489
H -2.8420 -1.8664 0.2701 -0.4411 0.7015 -0.4328
H -2.9560 -0.4284 2.5018 0.3233 -0.5782 -1.3537
H 3.5541 2.0285 0.2693 0.4863 0.8202 0.1031
H -0.6240 0.0465 -0.5347 0.0270 -0.5500 0.0527
H 2.9691 -0.6086 -1.1162 -0.3201 -0.7915 0.3519
H 0.5272 2.1201 0.7583 0.1128 -0.8537 -0.1548
H 0.6826 0.5814 1.7436 -0.2535 0.0580 -0.7255
H -1.5796 -1.4799 2.1034 0.4280 1.0101 0.3608

---

10
Properties=species:S:1:pos:R:3:forces:R:3 method="wB97M-V/def2-TZVPD" total_energy_ha=-598.495713 largest_force_ev_per_a=3.7 homo_lumo_gap_ev=9.663 smiles="[H]/N=C/[C@@](O)(I)C#N" multiplicity=1 homo_ev=-10.103 lumo_ha=-0.01618
I 0.9490 1.3149 2.4874 0.3806 0.0430 0.6046
O -0.0594 1.8175 -0.1636 2.0441 1.6405 -1.3046
N 2.9877 0.6504 -0.8344 0.8834 -0.0339 -0.2629
N -0.9054 -0.5695 -0.4679 -1.8438 -2.5528 -1.7836
C -0.0017 -0.4416 0.3550 3.1005 -1.3880 1.5738
C 0.7196 0.8523 0.3542 -0.5596 1.2263 1.3828
C 2.0223 0.7881 -0.2434 -0.2957 -0.1598 -0.2224
H 0.5426 -1.1112 1.0796 -1.0065 -0.3742 -0.9985
H -1.1939 -1.5836 -0.6414 0.0550 1.7662 0.8818
H -0.8990 1.5369 0.1005 -2.7578 -0.1672 0.1290

---

19
Properties=species:S:1:pos:R:3:forces:R:3 method="wB97M-V/def2-TZVPD" total_charge=+1 total_energy_ha=-510.603160 largest_force_ev_per_a=5.3 homo_lumo_gap_ev=7.524 multiplicity=1 homo_ev=-13.582 lumo_ha=-0.22265
O -1.2883 -0.3679 -1.0269 -2.8563 -0.4179 -1.5011
N 0.5421 0.0979 -0.0764 3.2253 0.5926 -0.8318
N -0.6574 0.0223 0.0705 -0.8253 -0.0361 2.4078
N 2.0485 -0.0427 -2.0340 -0.1612 -0.4714 0.8853
C 0.8732 -0.1713 -1.3976 -2.0088 0.0441 -1.9378
C 2.0667 -0.3676 -3.3158 -4.9205 -0.0226 2.0833
C 0.3215 0.2839 2.7939 2.4668 3.7219 0.2927
C -1.0299 0.4641 2.3308 1.4904 -3.8632 -0.0617
C -0.4116 -0.4791 -2.0207 3.9871 1.0083 0.5140
C -0.4072 -0.7303 -3.4037 -0.9186 -1.9879 -0.6370
C 0.8438 -0.7349 -3.9957 1.0498 -0.1429 0.8295
H 0.3649 -0.5178 3.5092 -0.1039 -0.4006 0.4049
H 0.7344 1.3470 3.2618 -0.9202 -2.7585 -1.1561
H -1.2257 -1.2529 -3.9996 0.7845 1.3012 1.1168
H 0.9626 -1.2017 -4.9569 -0.1927 0.3397 -0.4730
H 1.1650 -0.0025 2.0322 -1.7220 0.6498 0.7150
H 2.9627 -0.3812 -3.7703 2.9493 0.0704 -1.6912
H -1.6145 1.3021 2.2424 -0.7858 2.3052 -0.5992
H -1.5826 -0.4577 2.4590 -0.5377 0.0679 -0.3604